Record 1
{"formula": "C22H37IrN4OS2SbSe4", "method": "the ωB97M-V functional and the def2-TZVPD basis", "symbols": ["Ir", "Se", "Sb", "Se", "Se", "Se", "N", "C", "C", "C", "N", "H", "H", "H", "H", "H", "H", "H", "H", "H", "H", "C", "C", "O", "S", "C", "C", "C", "C", "C", "C", "C", "C", "H", "H", "H", "H", "H", "H", "H", "C", "C", "C", "C", "N", "C", "S", "N", "C", "C", "C", "C", "H", "H", "H", "H", "H", "H", "H", "H", "H", "H", "H", "H", "H", "H", "H", "H", "H", "H", "H", "H"], "coordinates": [[-0.130, 0.124, -0.096], [-3.090, 3.405, -3.230], [-1.926, 3.584, -1.047], [-2.029, 1.004, 0.988], [0.280, 2.196, -1.359], [-0.825, 5.841, -0.962], [1.315, 0.609, 1.871], [2.222, -0.446, 2.328], [1.468, -1.695, 2.794], [0.857, -2.518, 1.661], [-0.305, -1.852, 1.075], [1.854, 1.424, 1.588], [0.704, 0.906, 2.628], [2.854, -0.085, 3.154], [2.871, -0.701, 1.484], [0.676, -1.404, 3.492], [2.172, -2.336, 3.331], [0.572, -3.501, 2.057], [1.598, -2.667, 0.871], [-0.985, -1.662, 1.812], [-0.759, -2.484, 0.416], [5.681, -0.176, -7.003], [7.142, -0.191, -6.668], [8.034, -0.163, -7.466], [7.583, -0.208, -4.935], [6.039, -0.262, -4.036], [5.488, 0.914, -3.544], [4.339, 0.869, -2.785], [3.727, -0.360, -2.508], [4.280, -1.536, -3.018], [5.434, -1.486, -3.772], [2.552, -0.371, -1.725], [1.545, -0.377, -1.039], [5.547, -0.576, -8.006], [5.347, 0.861, -7.004], [5.087, -0.735, -6.287], [5.960, 1.860, -3.762], [3.903, 1.780, -2.396], [3.805, -2.484, -2.808], [5.862, -2.395, -4.164], [-0.706, 0.130, -7.396], [-1.073, -0.968, -6.405], [-0.121, -1.035, -5.210], [-0.235, 0.174, -4.277], [-1.588, 0.393, -3.811], [-2.178, -0.261, -2.818], [-1.332, -1.472, -1.949], [-3.448, -0.003, -2.523], [-4.179, -0.624, -1.444], [-4.635, -2.054, -1.735], [-5.747, -2.166, -2.776], [-5.268, -1.927, -4.204], [-1.382, 0.109, -8.246], [0.307, -0.013, -7.764], [-0.771, 1.113, -6.941], [-1.056, -1.931, -6.920], [-2.092, -0.809, -6.045], [0.912, -1.089, -5.556], [-0.326, -1.939, -4.632], [0.077, 1.083, -4.792], [0.425, 0.016, -3.414], [-2.118, 1.131, -4.269], [-3.904, 0.750, -3.031], [-5.041, 0.007, -1.232], [-3.540, -0.650, -0.552], [-4.989, -2.474, -0.791], [-3.775, -2.640, -2.060], [-6.545, -1.466, -2.529], [-6.167, -3.172, -2.713], [-5.057, -0.876, -4.383], [-6.032, -2.244, -4.912], [-4.362, -2.500, -4.398]], "forces_ev_per_a": [[-0.42, 0.86, -0.22], [0.36, 0.29, 0.41], [-0.58, -0.63, -0.13], [-0.12, 0.08, 0.11], [-0.25, -0.78, 0.46], [0.08, 0.19, -0.18], [-0.04, 0.24, 0.06], [0.19, -0.26, 0.19], [0.14, 0.15, -0.43], [0.51, -0.04, 0.30], [-0.46, 0.37, -0.31], [-0.14, -0.09, -0.05], [0.04, 0.01, -0.11], [-0.07, -0.08, -0.18], [-0.03, 0.01, 0.11], [0.04, -0.05, 0.14], [-0.10, 0.08, 0.03], [0.00, 0.09, -0.11], [-0.06, -0.01, 0.02], [0.03, -0.07, -0.20], [-0.05, 0.20, 0.04], [-0.08, -0.04, -0.35], [-0.24, -0.01, 0.31], [0.10, -0.02, -0.19], [0.07, 0.00, 0.29], [0.44, -0.05, -0.28], [0.07, -0.04, -0.06], [-0.05, -0.15, 0.01], [0.31, 0.21, -0.28], [-0.05, 0.07, 0.07], [0.01, 0.09, 0.02], [-0.70, -0.42, 0.72], [0.94, -0.13, -0.34], [0.03, 0.00, -0.03], [-0.07, 0.05, 0.08], [-0.04, 0.03, -0.04], [0.09, 0.09, -0.01], [-0.05, -0.01, 0.01], [-0.05, -0.01, 0.01], [0.13, -0.09, -0.04], [-0.17, -0.22, 0.10], [0.29, 0.00, 0.01], [-0.34, 0.10, -0.01], [0.48, -0.41, 0.04], [-0.47, 0.28, -0.25], [0.06, -0.38, 0.11], [0.44, -0.07, 0.25], [-0.07, 0.49, -0.45], [0.06, -0.60, 0.41], [-0.29, 0.20, -0.11], [0.24, -0.10, 0.03], [-0.22, -0.01, 0.08], [-0.05, 0.09, -0.16], [0.16, 0.04, -0.07], [0.02, 0.21, 0.02], [-0.09, -0.01, 0.03], [-0.05, -0.11, -0.02], [0.11, -0.06, -0.04], [0.07, 0.03, 0.03], [-0.03, 0.04, 0.10], [-0.13, 0.14, -0.18], [0.09, -0.01, 0.33], [0.21, 0.06, 0.20], [-0.03, 0.10, 0.02], [-0.16, 0.15, -0.19], [0.04, -0.03, 0.06], [0.00, -0.05, 0.11], [-0.18, 0.01, 0.02], [-0.08, 0.00, 0.00], [0.05, 0.03, -0.11], [-0.01, 0.03, -0.13], [0.10, -0.02, -0.08]], "lowdin_spin": [1.394, 0.202, 0.155, 1.099, 0.635, 0.983, 0.118, 0.008, 0.000, 0.002, 0.029, 0.002, 0.007, 0.005, 0.000, 0.000, 0.000, 0.001, 0.000, 0.012, 0.000, 0.000, 0.001, 0.000, 0.001, 0.006, -0.001, 0.006, 0.004, 0.006, -0.001, 0.035, -0.002, 0.000, 0.000, 0.000, 0.000, 0.000, 0.000, 0.000, 0.000, 0.000, 0.003, 0.013, 0.013, 0.034, 0.143, 0.018, 0.018, 0.006, 0.001, 0.000, 0.000, 0.000, 0.000, 0.000, 0.000, 0.000, 0.002, 0.002, 0.006, 0.003, 0.002, 0.001, 0.021, 0.000, 0.003, 0.000, 0.000, 0.000, 0.000, 0.000], "charge": 0, "homo_energy_ev": [-7.238, -7.299], "s_squared": 8.79, "largest_force_ev_per_a": 1.09, "relative_energy_kcal_mol": 9.8, "spin_multiplicity": 6}

Record 2
{"formula": "C22H37N3O3", "method": "the ωB97M-V functional and the def2-TZVPD basis", "symbols": ["C", "C", "C", "C", "C", "C", "C", "C", "O", "N", "C", "C", "O", "N", "C", "C", "N", "C", "O", "C", "C", "C", "C", "C", "C", "C", "C", "C", "H", "H", "H", "H", "H", "H", "H", "H", "H", "H", "H", "H", "H", "H", "H", "H", "H", "H", "H", "H", "H", "H", "H", "H", "H", "H", "H", "H", "H", "H", "H", "H", "H", "H", "H", "H", "H"], "coordinates": [[-3.959, -3.024, 0.433], [-2.610, -3.041, 1.148], [-1.453, -3.615, 0.304], [-1.805, -5.033, -0.192], [-2.269, -6.020, 0.873], [-1.190, -2.728, -0.943], [0.218, -2.836, -1.521], [-0.166, -3.727, 1.148], [0.475, -4.766, 1.180], [0.295, -2.664, 1.876], [1.560, -2.881, 2.630], [1.677, -1.521, 3.272], [2.882, -0.927, 3.724], [2.626, 0.467, 3.633], [1.653, 0.675, 2.829], [1.178, 2.059, 2.537], [1.229, 2.308, 1.107], [1.241, 3.579, 0.617], [1.186, 4.545, 1.354], [1.274, 3.691, -0.900], [-0.169, 3.903, -1.391], [-0.320, 3.720, -2.903], [-0.093, 4.982, -3.741], [1.059, 5.876, -3.275], [2.307, 5.131, -2.790], [2.263, 4.784, -1.302], [1.238, -0.606, 2.166], [-0.094, -1.234, 1.808], [-4.712, -2.547, 1.062], [-3.910, -2.462, -0.501], [-4.312, -4.028, 0.201], [-2.376, -2.020, 1.446], [-2.695, -3.616, 2.073], [-2.586, -4.927, -0.949], [-0.930, -5.442, -0.699], [-2.443, -6.998, 0.423], [-1.517, -6.141, 1.650], [-3.206, -5.709, 1.340], [-1.910, -3.023, -1.709], [-1.419, -1.682, -0.722], [0.296, -2.274, -2.453], [0.970, -2.442, -0.832], [0.486, -3.872, -1.729], [1.448, -3.712, 3.321], [2.387, -3.100, 1.951], [0.945, -1.448, 4.090], [0.157, 2.186, 2.910], [1.807, 2.782, 3.054], [1.297, 1.537, 0.467], [1.620, 2.733, -1.310], [-0.809, 3.178, -0.879], [-0.515, 4.891, -1.076], [0.374, 2.937, -3.225], [-1.319, 3.337, -3.125], [0.081, 4.676, -4.776], [-1.010, 5.577, -3.751], [1.324, 6.546, -4.096], [0.717, 6.525, -2.464], [2.472, 4.231, -3.393], [3.182, 5.764, -2.952], [2.018, 5.683, -0.732], [3.259, 4.476, -0.970], [1.916, -0.757, 1.312], [-0.451, -0.967, 0.819], [-0.865, -0.989, 2.544]], "forces_ev_per_a": [[0.00, 0.00, -0.01], [0.00, 0.01, 0.00], [-0.02, 0.01, -0.01], [0.01, 0.00, 0.00], [0.01, 0.00, 0.00], [0.00, 0.00, 0.01], [0.00, 0.00, 0.00], [0.02, -0.03, -0.04], [-0.01, 0.00, 0.01], [0.00, 0.01, 0.04], [0.00, 0.00, -0.03], [-0.03, 0.00, -0.03], [0.00, 0.01, 0.01], [0.00, 0.00, -0.01], [-0.04, -0.01, -0.01], [0.04, 0.01, 0.01], [0.05, 0.00, 0.01], [-0.02, 0.00, -0.01], [-0.02, 0.00, -0.01], [-0.02, -0.02, 0.00], [0.01, 0.02, -0.01], [0.00, 0.00, 0.00], [0.00, 0.00, 0.00], [0.00, -0.01, 0.01], [-0.01, 0.01, -0.01], [0.02, 0.00, 0.02], [-0.02, -0.01, 0.04], [0.01, 0.04, -0.03], [0.00, 0.00, 0.00], [0.00, 0.00, 0.00], [0.00, 0.01, 0.00], [-0.01, 0.00, 0.00], [0.00, 0.00, 0.00], [0.00, -0.01, 0.00], [-0.01, 0.00, 0.00], [0.01, 0.00, 0.00], [0.00, 0.00, 0.01], [0.01, 0.00, 0.00], [0.00, 0.01, 0.00], [0.00, 0.00, 0.00], [0.00, 0.00, 0.00], [0.00, 0.00, 0.00], [0.00, 0.00, 0.00], [0.00, 0.00, 0.01], [0.00, 0.00, 0.01], [0.01, 0.00, 0.01], [0.00, 0.00, 0.00], [0.00, 0.01, 0.00], [0.01, 0.00, 0.00], [-0.01, 0.01, -0.01], [0.00, 0.00, 0.00], [0.00, 0.00, 0.00], [0.00, 0.00, 0.00], [0.00, 0.00, 0.00], [0.00, 0.00, 0.00], [0.00, 0.00, 0.00], [0.00, 0.00, 0.00], [0.00, 0.00, 0.00], [0.00, 0.00, 0.00], [0.00, 0.00, 0.00], [-0.01, 0.00, -0.01], [0.00, 0.00, -0.01], [0.01, -0.01, 0.00], [0.00, -0.01, 0.00], [0.00, 0.00, 0.00]], "nbo_charge": [-0.612, -0.395, -0.123, -0.394, -0.616, -0.392, -0.614, 0.718, -0.632, -0.455, -0.222, 0.093, -0.364, -0.070, 0.199, -0.256, -0.622, 0.700, -0.624, -0.296, -0.396, -0.402, -0.394, -0.404, -0.403, -0.392, -0.317, -0.201, 0.215, 0.204, 0.208, 0.198, 0.213, 0.198, 0.227, 0.214, 0.225, 0.193, 0.214, 0.191, 0.215, 0.196, 0.221, 0.227, 0.212, 0.170, 0.208, 0.251, 0.394, 0.189, 0.207, 0.215, 0.191, 0.212, 0.201, 0.202, 0.211, 0.197, 0.192, 0.214, 0.223, 0.209, 0.216, 0.215, 0.201], "charge": 0, "homo_energy_ev": -9.679, "largest_force_ev_per_a": 0.05, "relative_energy_kcal_mol": 49.5, "smiles": "CCC(CC)(CC)C(=O)N1C[C@H]2ON=C(CNC(=O)C3CCCCCC3)[C@@H]2C1"}

Record 3
{"formula": "C22H37N3O5", "method": "the ωB97M-V functional and the def2-TZVPD basis", "symbols": ["O", "O", "O", "N", "O", "O", "C", "C", "C", "C", "C", "C", "N", "N", "C", "C", "C", "C", "C", "C", "C", "C", "C", "C", "C", "C", "C", "C", "C", "C", "H", "H", "H", "H", "H", "H", "H", "H", "H", "H", "H", "H", "H", "H", "H", "H", "H", "H", "H", "H", "H", "H", "H", "H", "H", "H", "H", "H", "H", "H", "H", "H", "H", "H", "H", "H", "H"], "coordinates": [[-3.648, -1.814, -6.861], [1.364, 3.345, -0.486], [-1.480, -6.131, -4.999], [1.373, 2.896, 3.131], [1.441, 1.110, -0.802], [2.363, 4.878, 3.484], [-3.189, -2.724, -6.191], [1.734, 2.241, -0.126], [-1.261, -5.194, -5.758], [1.422, 3.967, 3.891], [2.919, 4.330, 2.379], [2.314, 3.122, 2.152], [-1.262, -5.345, -7.090], [-1.875, -2.756, -5.951], [-4.122, -3.793, -5.655], [4.019, 5.005, 1.610], [2.632, 2.105, 1.093], [-1.481, -6.617, -7.779], [1.174, -3.360, -2.928], [-0.548, -4.228, -1.377], [0.321, 5.676, 5.333], [-0.560, 2.782, 7.559], [-1.463, 3.333, 6.451], [0.728, 3.600, 7.678], [-0.721, 3.374, 5.107], [1.478, 3.649, 6.340], [-0.115, -4.183, -2.843], [0.612, 4.165, 5.167], [-1.244, -3.576, -3.700], [-1.071, -3.756, -5.227], [0.873, 1.402, -1.531], [-1.140, -4.516, -7.651], [-1.383, -1.957, -6.321], [-3.873, -4.761, -6.080], [-4.058, -3.833, -4.571], [-5.143, -3.539, -5.936], [3.673, 5.980, 1.256], [4.320, 4.412, 0.743], [4.888, 5.153, 2.256], [2.504, 1.107, 1.519], [3.670, 2.199, 0.772], [-1.744, -6.440, -8.823], [-2.292, -7.168, -7.297], [-0.574, -7.223, -7.734], [1.932, -3.804, -2.283], [1.554, -3.358, -3.947], [0.988, -2.335, -2.606], [0.254, -4.644, -0.768], [-0.789, -3.226, -1.023], [-1.425, -4.868, -1.277], [-0.235, 6.051, 4.468], [1.254, 6.243, 5.413], [-0.269, 5.880, 6.229], [-0.310, 1.738, 7.340], [-1.097, 2.802, 8.513], [-2.348, 2.696, 6.355], [-1.811, 4.333, 6.723], [0.489, 4.615, 8.011], [1.374, 3.150, 8.439], [-0.520, 2.341, 4.805], [-1.375, 3.812, 4.345], [2.365, 4.282, 6.450], [1.828, 2.637, 6.106], [0.098, -5.201, -3.167], [-1.316, -2.512, -3.467], [-2.182, -4.042, -3.403], [-0.035, -3.511, -5.457]], "forces_ev_per_a": [[-0.05, 0.28, -0.14], [0.02, -1.37, -0.04], [0.36, 0.36, -0.19], [-0.06, 1.31, 0.77], [0.11, 0.36, 0.45], [-0.63, -0.25, 0.45], [-1.79, 0.24, -0.49], [0.11, 1.82, -0.15], [-1.06, -0.57, 1.14], [-0.54, -1.33, -0.37], [0.24, -1.50, -1.37], [0.93, 0.76, 0.01], [0.13, 0.41, -1.00], [1.74, -0.78, 0.21], [0.33, 0.14, 0.01], [-0.45, 0.30, 0.66], [-0.58, -0.52, 0.27], [0.09, 0.09, 0.45], [-0.29, -0.38, -0.24], [-0.11, -0.32, -0.40], [0.13, -0.12, -0.05], [-0.08, 0.31, 0.04], [0.35, -0.06, -0.03], [-0.11, -0.18, -0.21], [0.11, -0.13, -0.03], [-0.03, -0.04, 0.30], [0.05, 0.52, 0.28], [0.16, 0.62, -0.07], [0.31, -1.04, -0.14], [-0.15, 0.73, 0.33], [0.01, -0.08, -0.09], [-0.04, -0.08, 0.04], [-0.08, 0.01, -0.04], [0.06, -0.21, 0.14], [0.04, -0.23, 0.11], [0.19, 0.11, -0.06], [0.16, -0.06, -0.03], [-0.20, 0.02, 0.21], [0.00, 0.08, -0.12], [0.12, 0.03, -0.03], [-0.04, -0.02, -0.13], [0.06, 0.13, 0.17], [0.12, 0.09, -0.01], [-0.10, -0.08, -0.04], [0.08, 0.10, -0.03], [0.21, 0.17, -0.08], [0.08, 0.08, 0.01], [-0.03, 0.06, 0.13], [-0.02, 0.04, 0.11], [-0.07, 0.05, 0.17], [0.06, -0.03, 0.10], [-0.11, -0.07, -0.04], [0.05, -0.09, -0.09], [-0.01, 0.02, 0.01], [0.05, -0.10, -0.05], [0.04, 0.13, -0.07], [-0.03, -0.03, 0.04], [0.01, -0.03, 0.03], [0.00, 0.13, -0.06], [0.09, 0.16, -0.08], [0.15, -0.05, -0.03], [-0.02, -0.05, -0.13], [-0.03, 0.06, -0.08], [-0.11, -0.09, -0.14], [0.00, 0.07, -0.19], [-0.11, -0.02, 0.02], [0.15, 0.12, -0.12]], "nbo_charge": [-0.630, -0.599, -0.629, -0.473, -0.674, -0.416, 0.674, 0.796, 0.660, 0.524, 0.268, 0.066, -0.610, -0.623, -0.716, -0.652, -0.538, -0.414, -0.605, -0.598, -0.610, -0.398, -0.397, -0.398, -0.392, -0.390, -0.221, -0.104, -0.396, -0.131, 0.497, 0.401, 0.409, 0.231, 0.229, 0.247, 0.231, 0.230, 0.222, 0.247, 0.245, 0.209, 0.221, 0.203, 0.213, 0.194, 0.199, 0.208, 0.199, 0.211, 0.216, 0.218, 0.211, 0.195, 0.207, 0.212, 0.192, 0.194, 0.211, 0.224, 0.214, 0.210, 0.210, 0.217, 0.209, 0.219, 0.220], "charge": 0, "homo_energy_ev": -8.494, "largest_force_ev_per_a": 2.04, "relative_energy_kcal_mol": 0.0, "smiles": "Cc1oc(C2(C)CCCCC2)nc1CC(=O)O.CNC(=O)[C@H](CC(C)C)NC(C)=O"}